Below is a molecular structure, C18H48B2CuF8O18S6 at a distorted geometry, with properties calculated with ωB97M-V/def2-TZVPD.

The calculation puts the largest force on an atom at 0.100 Eh/bohr. The energy above the lowest of the compared OMol25 structures with the same formula, charge and spin is 13.562 eV. As for the HOMO energy (spin up / spin down): -0.3395 / -0.3394 Ha. The spin multiplicity is 2. The calculation puts the electronic energy at -6947.0364 a.u. The LUMO energy (spin up / spin down) is -3.51 / -7.92 eV.

CARTESIAN COORDINATES (ANGSTROEM)
Cu1 0.02165 0.11092 1.44380
B1 -2.97590 -0.70909 4.99331
F1 -3.47717 -1.91726 5.44496
F2 -3.41678 -0.54227 3.73454
F3 -3.35932 0.28181 5.94552
F4 -1.66069 -0.74864 4.85740
B2 3.32832 4.66544 -0.84643
F5 4.47211 4.56028 -0.19268
F6 3.74076 4.90277 -2.08272
F7 2.47103 3.55871 -0.69931
F8 2.77520 5.92743 -0.52858
O1 -4.66327 -3.72107 -3.92208
S1 -4.58940 -2.29168 -3.72171
O2 -3.59367 -1.67795 -2.85085
O3 -4.50720 -1.43821 -5.13034
C1 -5.25061 -1.81164 -6.23994
C2 -4.54112 -1.07614 -7.46968
C3 -6.20194 -1.67181 -3.17848
H1 -6.25260 -1.51867 -5.92646
H2 -5.42831 -2.86613 -6.45103
H3 -3.56196 -1.51503 -7.66128
H4 -4.36970 -0.02986 -7.21667
H5 -5.16062 -1.18829 -8.35948
H6 -6.00152 -0.60644 -3.29209
H7 -6.44475 -2.01648 -2.17332
H8 -7.00859 -2.15016 -3.73400
O4 -5.24704 5.12024 -0.90129
S2 -3.83785 5.18642 -0.43842
O5 -2.88512 4.01766 -0.41473
O6 -3.01660 6.36790 -1.23835
C4 -3.37466 6.69755 -2.59165
C5 -3.10069 5.73960 -3.63386
C6 -3.73884 5.93210 1.28271
H9 -2.91831 7.67693 -2.73543
H10 -4.45400 6.82825 -2.51393
H11 -3.30675 6.12627 -4.63191
H12 -3.64843 4.83638 -3.36500
H13 -2.08277 5.36024 -3.72352
H14 -4.67476 6.45321 1.48420
H15 -2.83112 6.53511 1.25963
H16 -3.61447 5.09495 1.96959
O7 0.83034 4.55253 4.91658
S3 1.41024 5.45510 5.89757
O8 2.52009 6.22790 5.42647
O9 0.24564 6.44935 6.57350
C7 0.73234 7.67493 7.20045
C8 -0.36039 8.71152 7.16327
C9 1.89429 4.46765 7.43432
H17 1.65900 8.13779 6.86109
H18 0.94192 7.41831 8.23887
H19 -1.24034 8.43080 7.74205
H20 -0.73668 8.91968 6.16168
H21 0.07748 9.65863 7.47847
H22 2.34803 5.18616 8.11694
H23 2.66026 3.73963 7.16716
H24 1.01054 4.00390 7.87253
O10 5.24297 -0.85985 2.98833
S4 6.54392 -1.40066 3.33523
O11 6.67312 -2.35703 4.44131
O12 6.94406 -2.27381 1.99392
C10 8.09370 -3.18140 2.17512
C11 9.24976 -2.78111 1.21363
C12 7.83604 -0.04525 3.31682
H25 7.70456 -4.19956 2.17548
H26 8.56699 -2.94151 3.12725
H27 8.76677 -2.20201 0.42657
H28 9.69456 -3.65160 0.73146
H29 9.93955 -2.13318 1.75444
H30 8.02305 0.13766 2.25868
H31 8.64650 -0.44231 3.92804
H32 7.37925 0.88067 3.66629
O13 2.28710 -2.04321 -3.43550
S5 3.15896 -2.34435 -4.54576
O14 4.58974 -2.26925 -4.42956
O15 2.73028 -3.82259 -5.15373
C13 3.42148 -4.33769 -6.24182
C14 2.87068 -4.00976 -7.55167
C15 2.53991 -1.25316 -5.92445
H33 3.28384 -5.41542 -6.15437
H34 4.48432 -4.14446 -6.38719
H35 3.36783 -4.66730 -8.26482
H36 3.12298 -2.97757 -7.79464
H37 1.84875 -4.37511 -7.65303
H38 2.47987 -0.21397 -5.60106
H39 1.58485 -1.60915 -6.31077
H40 3.17205 -1.33154 -6.80896
O16 -1.30745 -5.32389 1.88177
S6 -2.00631 -6.60095 2.15799
O17 -1.96821 -7.10455 3.48939
O18 -3.56920 -6.44194 1.49200
C16 -4.39837 -7.53748 1.48405
C17 -5.62027 -7.08762 2.25606
C18 -1.28104 -7.81835 1.00099
H41 -3.89671 -8.43734 1.84002
H42 -4.56344 -7.71633 0.42157
H43 -5.82937 -6.02077 2.17732
H44 -5.45806 -7.29144 3.31448
H45 -6.50459 -7.69824 2.07381
H46 -1.64022 -7.70320 -0.02167
H47 -1.59497 -8.83678 1.22976
H48 -0.21416 -7.63319 1.12585

These are the Mulliken partial charges, in e, on atoms 1 to 99: 0.9969, 0.6045, -0.4052, -0.3937, -0.4339, -0.3672, 0.5713, -0.1416, -0.0257, -0.3434, -0.0640, -0.5958, 1.1071, -0.5671, -0.2641, -0.2872, -1.1072, -0.9850, 0.3317, 0.3353, 0.2877, 0.3037, 0.3683, 0.3226, 0.4070, 0.3429, -0.5970, 1.0791, -0.5606, -0.3146, -0.3186, -0.9564, -0.8284, 0.3083, 0.3521, 0.3451, 0.2615, 0.2887, 0.3111, 0.2789, 0.3509, -0.5597, 1.0803, -0.5967, -0.2842, -0.1522, -1.2292, -0.8945, 0.3627, 0.2818, 0.2997, 0.3274, 0.3692, 0.3117, 0.3576, 0.3268, -0.5838, 1.1094, -0.5878, -0.3421, -0.2605, -1.0240, -0.8415, 0.3953, 0.2754, 0.2657, 0.3319, 0.2878, 0.2832, 0.2853, 0.4056, -0.5524, 1.1115, -0.5852, -0.2921, -0.2516, -1.0186, -1.0290, 0.3067, 0.2990, 0.4045, 0.2513, 0.2600, 0.3749, 0.3758, 0.3453, -0.5854, 1.1264, -0.5649, -0.2887, -0.1884, -1.2301, -0.9268, 0.3493, 0.2879, 0.3172, 0.3075, 0.3699, 0.3337


Below is 7 unconnected molecules or ions with the total composition C18H48B4F16N3O6 at a distorted geometry, with properties calculated with ωB97M-V/def2-TZVPD.

The calculation puts the largest force on an atom at 0.041 Eh/bohr. Its net charge is -1. As for the HOMO energy: -0.2728 Ha. The spin multiplicity is 1. The calculation puts the electronic energy at -3028.5129 a.u. The LUMO energy is 0.29 eV.

CARTESIAN COORDINATES (ANGSTROEM)
C1 4.69092 8.00246 -0.42655
O1 4.53775 6.88123 0.43981
C2 3.76686 7.17514 1.55518
C3 3.64042 5.91681 2.38176
N1 3.27912 4.77330 1.49433
H1 2.45273 5.06627 0.96519
H2 4.03827 4.65165 0.82012
C4 2.92618 3.48752 2.15388
C5 2.35323 2.59425 1.10003
O2 3.20881 2.63634 -0.02084
C6 2.66887 1.97453 -1.13796
H3 5.47451 7.74207 -1.13772
H4 4.97659 8.89621 0.12575
H5 3.79355 8.14649 -1.03420
H6 2.75846 7.56587 1.32147
H7 4.16567 7.97740 2.19213
H8 3.03907 6.00168 3.28112
H9 4.64834 5.66660 2.73380
H10 2.15947 3.69585 2.89875
H11 3.79786 3.05194 2.63736
H12 1.37465 2.98759 0.77891
H13 2.19466 1.59685 1.51617
H14 3.43016 1.41159 -1.68482
H15 2.32426 2.67939 -1.90943
H16 1.86024 1.26291 -0.97740
C7 0.48834 0.08373 -3.41447
O3 0.55811 -1.13314 -2.72001
C8 0.66255 -1.06196 -1.30952
C9 0.07936 -2.37426 -0.81660
N2 0.91840 -3.47271 -1.32806
H17 1.07954 -3.29493 -2.32820
H18 1.85857 -3.43590 -0.91564
C10 0.29538 -4.82579 -1.24260
C11 -0.75259 -4.94189 -2.31137
O4 -0.17250 -4.51792 -3.52898
C12 -1.10614 -4.05515 -4.48485
H19 0.22141 0.98225 -2.84956
H20 -0.28054 0.00455 -4.18660
H21 1.45403 0.25307 -3.90717
H22 0.08251 -0.24479 -0.88009
H23 1.69610 -1.04651 -0.93851
H24 -0.85728 -2.50955 -1.36201
H25 -0.07737 -2.40320 0.25594
H26 0.00709 -5.02347 -0.21250
H27 1.09480 -5.54057 -1.44443
H28 -1.64424 -4.34104 -2.08830
H29 -1.10513 -5.97590 -2.38350
H30 -0.60421 -4.12071 -5.44931
H31 -1.43330 -3.03545 -4.27245
H32 -2.00153 -4.68584 -4.51854
C13 -1.95732 3.48372 1.47935
O5 -3.09450 3.00250 2.15899
C14 -4.11739 2.56707 1.29611
C15 -3.69859 1.45111 0.35682
N3 -3.27650 0.21144 1.02384
H33 -2.97133 -0.47200 0.29898
H34 -2.41561 0.29792 1.58645
C16 -4.29729 -0.56926 1.77412
C17 -3.76123 -1.95932 2.05758
O6 -3.26277 -2.46619 0.84971
C18 -2.68047 -3.75694 0.96901
H35 -2.21567 4.03114 0.56341
H36 -1.28088 2.67337 1.18440
H37 -1.39734 4.09344 2.18629
H38 -4.47793 3.41307 0.69630
H39 -4.95722 2.23176 1.90806
H40 -2.92007 1.84804 -0.29413
H41 -4.47742 1.15410 -0.34703
H42 -5.18469 -0.59227 1.14013
H43 -4.57150 -0.04197 2.68710
H44 -4.60662 -2.56419 2.40997
H45 -2.97232 -1.92091 2.81592
H46 -3.27504 -4.42090 1.59973
H47 -1.66901 -3.71812 1.38401
H48 -2.62933 -4.14837 -0.04459
B1 -0.54618 -7.34786 1.68343
F1 -0.77093 -8.65227 2.15859
F2 -1.13167 -6.40975 2.57173
F3 0.82943 -7.10064 1.54690
F4 -1.17222 -7.17864 0.42276
B2 -3.51352 -0.96793 -2.35352
F5 -3.80013 -0.21373 -3.49598
F6 -3.24916 -2.29652 -2.69729
F7 -2.35013 -0.37810 -1.73404
F8 -4.52201 -0.90566 -1.37622
B3 4.03456 -2.96530 -0.87057
F9 3.24597 -2.39081 0.18121
F10 5.39701 -2.77878 -0.61928
F11 3.69580 -4.31861 -0.94890
F12 3.67898 -2.28410 -2.05948
B4 -0.32107 0.25435 2.89858
F13 0.56620 -0.43768 3.70594
F14 0.04428 1.61394 2.85901
F15 -0.32196 -0.28980 1.58201
F16 -1.64724 0.09477 3.37508

Which charges does Mulliken predict for the atoms? In e, they are: -0.7717, -0.3142, -0.4927, -0.7648, 0.0119, 0.3679, 0.4591, -0.9175, -0.2833, -0.4781, -0.4449, 0.2539, 0.3158, 0.3193, 0.3911, 0.4564, 0.3693, 0.3629, 0.4642, 0.3415, 0.2474, 0.4931, 0.3675, 0.3185, -0.0456, -0.8968, -0.3720, -0.4250, -0.4361, 0.0704, 0.6779, 0.1630, -0.4501, -0.2532, -0.4107, -0.6250, 0.2705, 0.3159, 0.2906, 0.2651, 0.7697, 0.0101, 0.2758, 0.2229, 0.3366, 0.1234, 0.4607, 0.2688, 0.1420, 0.3393, -0.4768, -0.3865, -0.8998, -0.6800, 1.6524, -0.3623, -0.2018, -0.5679, -0.8408, -0.2006, -0.7415, 0.4216, -0.0484, 0.2871, 0.4389, 0.4535, 0.3236, 0.5764, 0.4845, 0.3859, 0.3999, 0.4280, 0.4865, 0.2551, 0.0499, 0.5803, -0.3868, -0.4073, -0.3967, -0.3948, 0.1691, -0.3226, -0.2692, -0.3327, -0.3887, 0.4043, -0.3541, -0.3792, -0.3553, -0.3742, 0.2061, -0.3449, -0.3187, -0.3487, -0.3838


Below is 11 unconnected molecules or ions with the total composition C18H48B5F20N6O6 at a distorted geometry, with properties calculated with ωB97M-V/def2-TZVPD.

The calculation puts the largest force on an atom at 0.128 Eh/bohr. Its net charge is +1. As for the HOMO energy: -0.3606 Ha. The spin multiplicity is 1. The calculation puts the electronic energy at -3616.5064 a.u. The LUMO energy is -4.19 eV.

CARTESIAN COORDINATES (ANGSTROEM)
C1 -12.29699 -1.64632 1.49383
C2 -12.08373 -3.10394 1.08325
O1 -12.88347 -4.01851 1.38774
N1 -10.82114 -3.40660 0.35996
H1 -10.73590 -4.33240 -0.03466
H2 -10.47081 -2.81127 -0.37689
C3 -9.64316 -3.50658 1.37481
H3 -13.25463 -1.62879 2.01415
H4 -12.32023 -1.08721 0.55844
H5 -11.48428 -1.39178 2.17413
H6 -8.72004 -3.84908 0.90721
H7 -9.87495 -4.32066 2.06157
H8 -9.34279 -2.61759 1.92942
C4 -0.20232 -1.65488 -5.83583
C5 0.92956 -2.33154 -5.16268
O2 1.12980 -2.38461 -3.96019
N2 1.91440 -3.07092 -6.11703
H9 2.57704 -3.64736 -5.61830
H10 1.44364 -3.74241 -6.70658
C6 2.84694 -2.10220 -6.76541
H11 -1.01104 -1.97705 -5.17988
H12 -0.43768 -1.86386 -6.87940
H13 -0.24087 -0.57058 -5.73137
H14 3.82030 -2.58636 -6.84447
H15 2.98937 -1.18838 -6.18856
H16 2.38382 -1.86829 -7.72400
C7 0.68561 9.26528 -3.18803
C8 0.87943 7.84491 -2.70933
O3 0.29706 7.44218 -1.71156
N3 1.84769 6.95169 -3.61014
H17 2.61710 7.55694 -3.85871
H18 2.29274 6.23343 -3.05686
C9 1.07166 6.32911 -4.76240
H19 0.41575 9.32599 -4.24235
H20 1.39927 10.06059 -2.97288
H21 -0.21215 9.59590 -2.66570
H22 0.66949 7.10083 -5.41876
H23 0.36276 5.56880 -4.43454
H24 1.80320 5.82380 -5.39295
C10 6.72503 -4.82987 1.41249
C11 7.00576 -6.22292 1.93493
O4 7.94653 -6.90328 1.63225
N4 5.79298 -6.89106 2.56829
H25 6.07645 -7.60060 3.22881
H26 5.24736 -6.14855 2.98191
C12 4.84921 -7.51997 1.54932
H27 6.50195 -5.04103 0.36667
H28 7.68458 -4.31899 1.49226
H29 5.92552 -4.25898 1.88469
H30 3.85873 -7.75622 1.93820
H31 5.36103 -8.38694 1.13157
H32 4.77044 -6.68316 0.85531
C13 -3.43017 0.37889 -0.88410
C14 -2.00791 0.61572 -0.25125
O5 -1.25355 1.54885 -0.66544
N5 -1.54187 -0.26869 0.92869
H33 -2.27141 -0.19175 1.62292
H34 -1.68399 -1.20651 0.58171
C15 -0.10942 -0.07641 1.43043
H35 -4.17090 0.94284 -0.31721
H36 -3.85871 -0.62316 -0.90304
H37 -3.57815 0.78166 -1.88609
H38 -0.04150 0.96858 1.73289
H39 0.58456 -0.19946 0.59895
H40 0.15735 -0.71638 2.27149
C16 5.69227 4.13099 3.60688
C17 5.96925 5.50395 3.03432
O6 5.14978 6.43838 3.30383
N6 7.24265 5.86817 2.19945
H41 7.55735 5.04575 1.70479
H42 6.89669 6.57454 1.56584
C18 8.39211 6.40660 3.07969
H43 4.75261 4.08625 4.15746
H44 6.55059 3.87956 4.22991
H45 5.46570 3.29984 2.93909
H46 8.51183 5.67960 3.88296
H47 8.17308 7.41747 3.42359
H48 9.19580 6.22969 2.36493
B1 3.92855 -2.91858 6.78370
F1 3.43168 -3.63025 5.73869
F2 4.40135 -1.72429 6.37577
F3 2.90851 -2.74700 7.58413
F4 5.04664 -3.49696 7.37544
B2 -3.72551 1.97266 5.71178
F5 -3.99371 2.73613 4.57231
F6 -4.08658 2.66646 6.84135
F7 -4.55953 0.84524 5.63737
F8 -2.42003 1.57666 5.81000
B3 -9.75594 0.24537 -3.39673
F9 -11.09770 0.29805 -3.59369
F10 -8.98917 0.93767 -4.30325
F11 -9.44723 0.69941 -2.09927
F12 -9.32591 -1.01515 -3.48533
B4 -2.52132 -5.79914 1.72104
F13 -2.40945 -5.35709 0.44836
F14 -1.23075 -5.74386 2.32525
F15 -3.32404 -4.93568 2.37503
F16 -3.01948 -7.06362 1.79238
B5 5.54615 2.02354 -1.85519
F17 5.38432 0.74705 -1.34481
F18 4.55552 2.80972 -1.34970
F19 6.72148 2.48106 -1.37650
F20 5.55184 2.04867 -3.21223

These are the Mulliken partial charges, in e, on atoms 1 to 99: -0.9381, 0.4813, -0.4604, -0.0538, 0.3915, 0.3307, -0.9125, 0.2967, 0.3652, 0.3665, 0.3901, 0.4010, 0.3343, -0.8944, 0.4617, -0.4194, -0.1426, 0.3790, 0.3731, -0.8209, 0.3273, 0.3702, 0.3099, 0.3771, 0.3378, 0.3416, -0.9884, 0.4978, -0.3816, -0.1512, 0.3890, 0.3571, -0.7992, 0.3492, 0.3430, 0.3329, 0.3498, 0.3317, 0.3697, -0.9817, 0.5013, -0.4299, -0.1120, 0.3567, 0.3653, -0.7624, 0.3122, 0.3265, 0.3992, 0.3668, 0.3292, 0.3279, -1.1021, 0.6031, -0.4471, -0.1735, 0.4133, 0.3981, -0.7754, 0.3440, 0.3579, 0.3359, 0.3271, 0.3375, 0.3785, -0.9389, 0.5210, -0.4565, -0.1583, 0.4116, 0.3513, -0.7356, 0.3356, 0.2993, 0.3521, 0.3330, 0.3179, 0.3668, 0.5642, -0.4045, -0.3933, -0.3359, -0.4295, 0.6043, -0.4219, -0.3849, -0.4145, -0.3813, 0.6139, -0.3811, -0.4009, -0.4439, -0.3805, 0.5845, -0.3928, -0.4349, -0.3790, -0.3761, 0.5935